Record 1
{
  "formula": "C4H6N2O",
  "method": "ωB97M-V/def2-TZVPD",
  "symbols": ["C", "C", "C", "C", "H", "H", "H", "H", "H", "H", "N", "N", "O"],
  "positions_angstrom": [[1.29, 0.77, -0.01], [-0.16, -1.64, -0.14], [-1.26, 0.48, 0.23], [-0.26, 1.30, -0.12], [1.94, 0.50, -1.02], [1.95, 1.64, 0.42], [-0.29, -2.50, -0.79], [-2.04, -1.14, 0.43], [-2.36, 0.79, 0.42], [-0.34, 2.39, -0.57], [1.14, -1.37, -0.18], [-1.12, -0.86, 0.46], [1.49, -0.35, 0.87]],
  "gap_ev": 9.2,
  "spin_multiplicity": 1
}


Record 2
{
  "formula": "C16H24N4OS",
  "method": "ωB97M-V/def2-TZVPD",
  "symbols": ["N", "N", "O", "S", "C", "C", "C", "C", "C", "C", "N", "N", "C", "C", "C", "C", "C", "C", "C", "C", "C", "C", "H", "H", "H", "H", "H", "H", "H", "H", "H", "H", "H", "H", "H", "H", "H", "H", "H", "H", "H", "H", "H", "H", "H", "H"],
  "positions_angstrom": [[1.83, -5.78, 1.72], [1.37, -3.81, 3.32], [-0.49, 2.86, -4.07], [2.52, -5.10, 3.11], [-0.72, -3.96, -0.22], [-1.06, -2.97, 0.62], [0.19, -4.99, 0.25], [-0.58, -3.03, 1.89], [0.94, -4.90, 1.38], [0.60, -3.79, 2.25], [-1.10, -0.59, 0.12], [0.12, 1.92, -0.12], [-1.88, -1.86, 0.08], [1.07, 4.18, 0.48], [2.40, 1.98, 1.02], [-1.07, 2.74, -2.80], [-1.00, 0.10, 1.36], [-0.81, 1.65, 1.06], [-0.07, -0.42, -1.01], [-1.06, 1.33, -2.31], [1.43, 2.73, 0.04], [0.06, 1.00, -1.35], [-0.79, 3.68, -4.48], [-1.04, -3.95, -1.23], [0.47, -5.93, -0.38], [-0.91, -2.33, 2.63], [-2.17, -2.14, -0.98], [-2.79, -1.70, 0.61], [2.00, 4.75, 0.54], [0.57, 4.33, 1.48], [0.27, 4.60, -0.18], [2.01, 1.48, 1.88], [3.24, 2.64, 1.27], [2.95, 1.10, 0.49], [-2.14, 3.10, -2.73], [-0.41, 3.39, -2.21], [-2.06, -0.04, 1.78], [-0.24, -0.31, 2.06], [-1.82, 2.03, 0.68], [-0.45, 2.21, 1.95], [0.82, -0.92, -0.56], [-0.16, -1.09, -1.81], [-1.96, 1.21, -1.78], [-1.09, 0.61, -3.11], [2.00, 2.85, -0.86], [0.97, 1.13, -1.87]],
  "gap_ev": 6.6,
  "spin_multiplicity": 1
}


Record 3
{
  "formula": "C34H47BrCaN5O7S",
  "method": "ωB97M-V/def2-TZVPD",
  "symbols": ["Ca", "N", "C", "C", "C", "N", "H", "H", "H", "H", "H", "H", "H", "H", "H", "H", "C", "C", "C", "C", "C", "C", "C", "S", "O", "O", "N", "C", "C", "O", "O", "H", "H", "H", "H", "H", "H", "H", "H", "H", "C", "N", "C", "C", "C", "C", "C", "C", "C", "C", "H", "H", "H", "H", "H", "H", "H", "H", "H", "H", "H", "H", "H", "O", "C", "C", "C", "C", "C", "C", "N", "H", "H", "H", "H", "H", "H", "H", "H", "H", "H", "H", "Br", "C", "C", "C", "C", "C", "C", "C", "O", "O", "H", "H", "H", "H"],
  "positions_angstrom": [[-0.23, 0.74, -0.68], [-1.67, 0.93, 3.16], [-0.71, 1.47, 4.12], [0.09, 0.35, 4.79], [1.35, -0.06, 4.02], [1.12, -0.03, 2.58], [-1.61, 1.40, 2.26], [-2.62, 0.98, 3.48], [-1.19, 2.09, 4.89], [-0.02, 2.12, 3.58], [-0.56, -0.52, 4.89], [0.38, 0.66, 5.81], [1.68, -1.05, 4.37], [2.17, 0.63, 4.26], [0.28, -0.55, 2.32], [1.89, -0.44, 2.06], [-7.32, -0.59, -3.52], [-5.82, -0.61, -3.61], [-5.10, 0.58, -3.63], [-3.71, 0.59, -3.70], [-3.03, -0.62, -3.77], [-3.73, -1.82, -3.78], [-5.12, -1.81, -3.70], [-1.26, -0.66, -3.74], [-0.90, -1.81, -4.54], [-0.80, 0.63, -4.22], [-0.81, -0.79, -2.24], [-1.17, -2.06, -1.59], [-0.68, -2.19, -0.14], [-0.78, -3.31, 0.37], [-0.23, -1.14, 0.43], [-7.67, 0.29, -2.99], [-7.68, -1.47, -2.98], [-7.78, -0.59, -4.51], [-5.62, 1.53, -3.56], [-3.16, 1.52, -3.66], [-3.19, -2.75, -3.86], [-5.66, -2.74, -3.69], [-0.79, -2.92, -2.15], [-2.26, -2.18, -1.54], [2.34, 0.64, -5.25], [2.69, 0.98, -3.85], [2.53, -0.20, -2.96], [1.90, 2.20, -3.37], [2.41, 2.68, -2.03], [3.47, 3.59, -2.05], [4.01, 4.04, -0.85], [3.46, 3.57, 0.34], [2.41, 2.67, 0.32], [1.82, 2.16, -0.86], [2.93, -0.22, -5.56], [2.56, 1.50, -5.88], [1.27, 0.41, -5.28], [3.67, 1.27, -3.80], [1.48, -0.50, -2.98], [2.82, 0.07, -1.95], [3.16, -1.00, -3.34], [0.86, 1.89, -3.37], [2.05, 2.95, -4.15], [3.86, 3.97, -2.99], [4.82, 4.76, -0.85], [3.86, 3.93, 1.28], [2.02, 2.34, 1.29], [3.22, -1.76, -0.34], [3.19, -2.88, 0.12], [2.33, -3.29, 1.28], [3.27, -3.58, 2.47], [4.60, -2.80, 2.46], [5.72, -3.44, 1.63], [5.52, -3.39, 0.11], [4.16, -3.83, -0.25], [1.72, -4.17, 1.02], [1.62, -2.49, 1.49], [3.50, -4.65, 2.52], [2.72, -3.35, 3.39], [4.95, -2.71, 3.49], [4.42, -1.78, 2.11], [5.83, -4.49, 1.94], [6.67, -2.95, 1.87], [6.25, -4.02, -0.39], [5.63, -2.38, -0.27], [3.96, -4.73, 0.18], [-5.39, 3.70, -1.14], [-5.11, 1.96, -0.43], [-6.25, 1.22, -0.14], [-6.13, -0.06, 0.37], [-4.88, -0.58, 0.63], [-3.75, 0.18, 0.37], [-3.84, 1.45, -0.19], [-2.55, 2.16, -0.56], [-2.45, 2.69, -1.66], [-1.61, 2.05, 0.29], [-7.23, 1.65, -0.33], [-7.02, -0.64, 0.58], [-4.76, -1.58, 1.04], [-2.77, -0.22, 0.62]],
  "charge": -1,
  "gap_ev": 7.5,
  "spin_multiplicity": 1
}


Record 4
{
  "formula": "C37H40BrCl3GeIN7NaOS3",
  "method": "ωB97M-V/def2-TZVPD",
  "symbols": ["Na", "C", "C", "C", "C", "N", "C", "C", "C", "C", "C", "C", "N", "H", "H", "H", "H", "H", "H", "H", "H", "S", "C", "C", "N", "C", "S", "C", "N", "C", "C", "N", "C", "C", "N", "C", "C", "H", "H", "H", "H", "H", "H", "H", "H", "H", "H", "H", "H", "H", "C", "C", "C", "N", "H", "H", "H", "H", "H", "Cl", "Ge", "Cl", "Cl", "C", "C", "C", "C", "C", "C", "C", "S", "C", "O", "H", "H", "H", "H", "H", "H", "H", "H", "H", "H", "Br", "C", "C", "C", "C", "C", "C", "I", "H", "H", "H", "H"],
  "positions_angstrom": [[-0.24, -0.87, -0.04], [3.65, -2.29, 1.91], [3.79, -3.59, 1.45], [2.72, -4.20, 0.83], [1.53, -3.50, 0.68], [1.40, -2.24, 1.10], [2.43, -1.65, 1.69], [0.32, -4.12, 0.04], [0.14, -5.50, 0.04], [-1.00, -6.03, -0.54], [-1.93, -5.17, -1.09], [-1.67, -3.81, -1.03], [-0.58, -3.28, -0.49], [4.44, -1.76, 2.42], [4.72, -4.12, 1.59], [2.81, -5.21, 0.45], [2.29, -0.63, 2.03], [0.86, -6.14, 0.51], [-1.16, -7.10, -0.55], [-2.85, -5.52, -1.55], [-2.39, -3.10, -1.44], [-0.23, 1.45, -1.92], [-0.79, 2.78, -1.09], [-0.79, 4.03, -1.81], [-0.77, 5.00, -2.43], [-1.19, 2.81, 0.27], [-1.22, 1.52, 1.32], [-1.51, 4.11, 0.82], [-1.77, 5.13, 1.29], [4.29, 3.29, 1.01], [3.08, 2.57, 0.36], [1.86, 3.32, 0.61], [1.66, 3.48, 2.04], [2.77, 4.36, 2.65], [3.78, 4.60, 1.55], [3.16, 5.40, 0.45], [1.92, 4.62, -0.03], [5.09, 3.51, 0.31], [4.67, 2.72, 1.86], [2.99, 1.57, 0.79], [3.22, 2.47, -0.72], [1.69, 2.51, 2.51], [0.68, 3.92, 2.24], [3.28, 3.85, 3.47], [2.42, 5.34, 2.98], [4.57, 5.11, 1.94], [3.92, 5.51, -0.33], [2.92, 6.38, 0.85], [1.95, 4.49, -1.12], [1.01, 5.17, 0.21], [-2.12, -0.03, 5.00], [-1.54, -1.37, 4.54], [-1.61, -1.51, 3.08], [-1.67, -1.62, 1.94], [-1.98, 0.08, 6.07], [-3.18, 0.04, 4.77], [-1.62, 0.80, 4.50], [-2.07, -2.21, 4.98], [-0.49, -1.45, 4.83], [3.80, 1.01, 3.67], [1.60, 0.73, 4.58], [1.48, 2.85, 5.42], [2.22, -0.32, 6.46], [-2.10, 1.62, -6.54], [-1.28, 0.63, -5.76], [-1.87, -0.48, -5.17], [-1.12, -1.36, -4.40], [0.23, -1.12, -4.22], [0.84, -0.01, -4.80], [0.08, 0.85, -5.57], [1.06, -2.20, -3.06], [2.59, -2.48, -3.98], [1.46, -1.38, -1.87], [-3.08, 1.22, -6.80], [-1.59, 1.91, -7.46], [-2.26, 2.53, -5.96], [-2.94, -0.65, -5.30], [-1.59, -2.21, -3.93], [1.88, 0.20, -4.62], [0.55, 1.72, -6.01], [3.11, -1.53, -4.13], [2.35, -2.95, -4.93], [3.19, -3.14, -3.36], [-5.38, -3.08, -1.99], [-5.37, -2.21, -0.31], [-6.15, -2.77, 0.70], [-6.18, -2.17, 1.95], [-5.44, -1.02, 2.19], [-4.67, -0.47, 1.18], [-4.63, -1.06, -0.08], [-3.39, -0.19, -1.50], [-6.72, -3.66, 0.50], [-6.79, -2.61, 2.73], [-5.46, -0.55, 3.17], [-4.07, 0.41, 1.37]],
  "gap_ev": [7.0, 6.4],
  "spin_multiplicity": 2,
  "s2": 0.78
}


Record 5
{
  "formula": "C18H21FNO2S3SbV",
  "method": "ωB97M-V/def2-TZVPD",
  "symbols": ["V", "C", "C", "C", "C", "C", "C", "C", "C", "C", "C", "C", "C", "N", "C", "C", "C", "C", "C", "C", "F", "H", "H", "H", "H", "H", "H", "H", "H", "H", "H", "H", "H", "H", "H", "H", "H", "H", "H", "H", "H", "H", "S", "Sb", "S", "S", "O", "O"],
  "positions_angstrom": [[0.55, 0.06, 2.19], [1.64, 3.21, -0.01], [1.48, 1.86, -0.72], [2.28, 1.82, -2.02], [0.01, 1.54, -0.96], [-0.73, 2.39, -1.78], [-2.07, 2.15, -2.01], [-2.70, 1.07, -1.42], [-2.01, 0.19, -0.59], [-2.82, -0.92, 0.07], [-2.25, -2.33, -0.03], [-3.18, -0.56, 1.51], [-0.65, 0.46, -0.39], [0.13, -0.41, 0.48], [0.92, -1.39, -0.19], [0.89, -1.66, -1.55], [1.69, -2.67, -2.06], [2.53, -3.41, -1.23], [2.59, -3.15, 0.14], [1.78, -2.14, 0.58], [1.77, -1.77, 1.93], [2.68, 3.38, 0.25], [1.03, 3.27, 0.90], [1.33, 4.03, -0.66], [1.91, 1.09, -0.07], [1.93, 2.58, -2.72], [2.21, 0.85, -2.51], [3.34, 2.03, -1.82], [-0.25, 3.24, -2.24], [-2.64, 2.82, -2.65], [-3.75, 0.90, -1.59], [-3.76, -0.94, -0.49], [-1.41, -2.50, 0.64], [-1.93, -2.58, -1.04], [-3.02, -3.05, 0.25], [-2.30, -0.62, 2.16], [-3.91, -1.27, 1.90], [-3.58, 0.44, 1.59], [0.23, -1.09, -2.20], [1.66, -2.89, -3.11], [3.15, -4.20, -1.64], [3.23, -3.69, 0.81], [-0.48, 0.50, 5.37], [1.83, -0.16, 5.09], [2.47, 1.01, 3.15], [-0.22, -1.16, 4.06], [-0.43, 1.33, 2.28], [-1.17, 2.33, 2.33]],
  "charge": 1,
  "gap_ev": [6.9, 6.9],
  "spin_multiplicity": 1
}


Record 6
{
  "formula": "C5H10O",
  "method": "ωB97M-V/def2-TZVPD",
  "symbols": ["C", "O", "C", "C", "C", "C", "H", "H", "H", "H", "H", "H", "H", "H", "H", "H"],
  "positions_angstrom": [[-2.00, -1.11, -0.04], [-0.73, -0.95, 0.54], [-0.01, 1.19, -0.26], [0.77, 2.11, 0.29], [0.23, -0.30, -0.29], [1.60, -0.74, 0.22], [-2.73, -1.10, 0.77], [-2.07, -2.08, -0.57], [-2.25, -0.31, -0.74], [-0.95, 1.51, -0.71], [1.72, 1.85, 0.77], [0.49, 3.16, 0.31], [0.11, -0.66, -1.33], [1.69, -1.82, 0.13], [1.72, -0.47, 1.27], [2.40, -0.27, -0.37]],
  "gap_ev": 10.7,
  "spin_multiplicity": 1
}


Record 7
{
  "formula": "C18H14F2IMnN",
  "method": "ωB97M-V/def2-TZVPD",
  "symbols": ["Mn", "C", "C", "C", "C", "C", "C", "H", "H", "H", "H", "H", "H", "F", "C", "C", "C", "C", "C", "F", "C", "C", "C", "C", "C", "C", "N", "H", "H", "H", "H", "H", "H", "I", "C", "H", "H"],
  "positions_angstrom": [[-0.95, -0.55, 0.38], [0.58, -1.61, 1.70], [0.03, -2.65, 0.95], [-1.35, -2.86, 0.93], [-2.17, -1.99, 1.67], [-1.60, -1.03, 2.52], [-0.23, -0.84, 2.52], [1.65, -1.41, 1.64], [0.67, -3.24, 0.31], [-1.79, -3.58, 0.26], [-3.24, -2.05, 1.55], [-2.26, -0.38, 3.08], [0.20, -0.04, 3.11], [1.79, -2.64, -3.78], [1.60, -1.60, -2.93], [0.61, -1.69, -1.98], [0.39, -0.64, -1.08], [1.19, 0.52, -1.22], [2.18, 0.55, -2.21], [2.97, 1.64, -2.36], [2.41, -0.49, -3.08], [0.89, 1.61, -0.30], [1.52, 2.85, -0.24], [1.12, 3.78, 0.69], [0.08, 3.47, 1.56], [-0.51, 2.23, 1.44], [-0.12, 1.31, 0.55], [0.00, -2.59, -1.96], [3.18, -0.44, -3.83], [2.31, 3.08, -0.93], [1.61, 4.75, 0.74], [-0.27, 4.17, 2.30], [-1.35, 1.96, 2.07], [-3.76, 0.94, 0.23], [-2.32, -0.16, -1.03], [-2.11, 0.55, -1.82], [-2.94, -0.96, -1.44]],
  "gap_ev": [8.0, 7.7],
  "spin_multiplicity": 2,
  "s2": 0.78
}


Record 8
{
  "formula": "C6H11NS",
  "method": "ωB97M-V/def2-TZVPD",
  "symbols": ["C", "C", "C", "C", "C", "C", "N", "S", "H", "H", "H", "H", "H", "H", "H", "H", "H", "H", "H"],
  "positions_angstrom": [[-1.53, -0.03, -1.58], [0.76, 0.68, 1.39], [1.18, 0.18, 0.19], [-1.36, 0.21, -2.97], [0.13, 1.93, 1.56], [0.75, -2.33, 1.19], [-1.60, -0.16, -0.41], [1.65, -1.44, -0.09], [1.09, 0.16, 2.27], [1.07, 0.73, -0.76], [-0.80, -0.66, -3.40], [-0.89, 1.16, -3.07], [-2.23, 0.30, -3.50], [0.48, 2.74, 0.80], [0.28, 2.27, 2.67], [-0.96, 1.68, 1.31], [0.14, -1.43, 1.64], [1.54, -2.70, 1.88], [0.32, -3.31, 0.89]],
  "gap_ev": 8.3,
  "spin_multiplicity": 1
}


Record 9
{
  "formula": "C4H9NO",
  "method": "ωB97M-V/def2-TZVPD",
  "symbols": ["C", "C", "N", "C", "C", "O", "H", "H", "H", "H", "H", "H", "H", "H", "H"],
  "positions_angstrom": [[0.87, -1.46, 0.07], [0.70, -0.63, -1.23], [-0.48, 0.16, -0.96], [-0.21, 1.21, -0.31], [-0.95, 1.35, 0.98], [-1.94, 0.37, 1.10], [1.37, -0.89, 0.86], [-0.12, -1.73, 0.47], [1.44, -2.37, -0.11], [1.60, -0.03, -1.41], [0.47, -1.24, -2.09], [0.70, 1.79, -0.48], [-1.33, 2.35, 1.19], [-0.12, 1.14, 1.69], [-1.90, -0.12, 0.26]],
  "gap_ev": 10.4,
  "spin_multiplicity": 1
}


Record 10
{
  "formula": "C5H8O",
  "method": "ωB97M-V/def2-TZVPD",
  "symbols": ["C", "C", "C", "C", "O", "C", "H", "H", "H", "H", "H", "H", "H", "H"],
  "positions_angstrom": [[-1.95, -1.52, -1.02], [-1.35, -0.58, -0.29], [0.03, -0.17, -0.38], [0.70, 0.80, 0.31], [0.18, 2.05, 0.35], [2.02, 0.55, 0.98], [-1.42, -2.13, -1.75], [-3.00, -1.57, -1.25], [-2.05, -0.03, 0.34], [0.71, -0.86, -0.87], [-0.73, 1.97, 0.10], [1.80, -0.19, 1.74], [2.30, 1.45, 1.53], [2.75, 0.25, 0.23]],
  "gap_ev": 8.2,
  "spin_multiplicity": 1
}


Which ΔE to the lowest compared entry with this formula, charge and spin belongs to each record? In order, 505.50, 478.54, 69.40, 0.00, 31.62, 134.42, 0.00, 227.79, 250.80, 233.14 kJ/mol.